Record 1
{
  "formula": "C3H8O2",
  "method": "wB97M-V/def2-TZVPD",
  "symbols": ["C", "O", "H", "H", "C", "O", "C", "H", "H", "H", "H", "H", "H"],
  "positions_angstrom": [[1.89928, 0.62989, -0.31216], [1.99398, 1.05993, 0.85458], [2.92676, 0.48269, -0.72853], [1.44017, 0.38177, -1.27848], [-1.13963, 0.95043, 0.56386], [-0.19399, -0.04990, -0.28019], [-0.56898, -1.41247, -0.24101], [-1.08493, 1.98309, 0.24540], [-1.06880, 0.67601, 1.61480], [-2.13192, 0.61481, 0.25456], [-1.63315, -1.56677, -0.44379], [-0.40324, -1.79566, 0.77243], [-0.03556, -1.95383, -1.02146]],
  "e_lumo_ha": 0.0333,
  "gap_ev": 9.695,
  "smiles": "C=O.COC"
}

***

Record 2
{
  "formula": "H12O6",
  "method": "wB97M-V/def2-TZVPD",
  "symbols": ["O", "H", "H", "O", "H", "H", "O", "H", "H", "O", "H", "H", "O", "H", "H", "O", "H", "H"],
  "positions_angstrom": [[1.10117, -0.48507, -2.39117], [1.64650, -1.09484, -2.89445], [1.42523, 0.38078, -2.60723], [-1.50568, -1.78765, -2.43153], [-0.83474, -1.12302, -2.51548], [-1.32278, -2.19387, -1.58032], [1.65349, 1.76624, 0.51331], [0.82819, 1.91870, 0.99506], [1.41052, 2.07278, -0.35697], [-0.36438, -1.22625, 2.61996], [-1.20866, -0.95253, 2.27837], [-0.16051, -1.98069, 2.08505], [-0.69168, 1.99578, 1.96745], [-0.03577, 1.72378, 2.62579], [-1.43117, 1.42715, 2.16341], [-0.51066, -0.27634, 0.00599], [-0.17274, -0.45851, -0.87219], [0.17370, 0.29356, 0.39496]],
  "e_lumo_ha": 0.0063,
  "gap_ev": 11.078,
  "smiles": "O.O.O.O.O.O"
}

***

Record 3
{
  "formula": "C17H23Br4CrF7N3O4P2Si",
  "method": "wB97M-V/def2-TZVPD",
  "symbols": ["Cr", "C", "Si", "C", "C", "N", "C", "C", "C", "C", "C", "C", "F", "H", "H", "H", "H", "H", "H", "H", "H", "H", "H", "H", "H", "H", "Br", "C", "C", "Br", "C", "Br", "C", "O", "C", "O", "C", "Br", "F", "P", "F", "F", "F", "F", "F", "N", "C", "P", "O", "O", "C", "N", "H", "H", "H", "H", "H", "H", "H", "H", "H", "H"],
  "positions_angstrom": [[0.61018, 0.61834, -0.22608], [-1.68949, 2.48514, 1.78319], [-1.11690, 0.88853, 2.58628], [-0.23243, 1.21522, 4.21522], [-2.59363, -0.13537, 2.65643], [0.04815, -0.02774, 1.53247], [1.07092, -0.82698, 2.09190], [0.86241, -1.81415, 3.14973], [1.94675, -2.50624, 3.62448], [3.28869, -2.40353, 3.14746], [3.45120, -1.48956, 2.12454], [2.35870, -0.67932, 1.75659], [2.66000, 0.26768, 0.78140], [-2.49104, 3.02075, 2.38043], [-2.10183, 2.29547, 0.76846], [-0.92928, 3.26897, 1.67273], [-0.94342, 1.83842, 4.81539], [0.76698, 1.74429, 4.01208], [-0.02528, 0.27381, 4.70638], [-3.44257, 0.40305, 3.08415], [-2.62527, -1.16213, 3.08401], [-2.92415, -0.28179, 1.63892], [-0.14249, -1.95257, 3.55087], [1.74709, -3.24377, 4.39809], [4.08651, -3.08538, 3.56037], [4.33698, -1.28115, 1.56242], [-5.02928, 1.04611, -3.90716], [-3.27862, 1.35030, -3.35845], [-2.24184, 1.86529, -4.18645], [-2.67493, 2.63680, -5.84339], [-0.91613, 1.79631, -3.88077], [0.53957, 2.66406, -4.72923], [-0.57223, 1.15167, -2.59281], [0.64539, 0.88227, -2.31266], [-1.66793, 0.91221, -1.63009], [-1.30846, 0.45320, -0.51391], [-3.04469, 0.92894, -2.11694], [-4.07985, -1.32223, -1.31954], [0.76014, 2.54544, 0.16450], [1.62565, 3.85997, -0.55116], [0.42968, 3.85660, -1.70958], [2.43965, 2.71853, -1.32529], [2.44267, 5.01264, -1.24336], [0.74506, 4.86281, 0.30879], [2.66606, 3.73028, 0.64387], [-1.54833, -2.36216, 0.12860], [-1.08964, -2.60088, -1.26356], [0.73539, -2.52094, -1.35060], [1.37342, -3.81755, -1.00301], [1.29860, -1.20953, -0.76878], [1.03781, -2.14091, -3.13986], [2.53533, -1.80809, -2.97380], [-1.49225, -3.24080, 0.70507], [-2.51186, -2.02820, 0.06487], [-0.92263, -1.66567, 0.64727], [-1.53569, -1.88008, -1.93456], [-1.35974, -3.56560, -1.54858], [0.54876, -1.19892, -3.53096], [0.83181, -3.05227, -3.70080], [2.64093, -1.33394, -2.07976], [2.93824, -1.30162, -3.79637], [3.06315, -2.65402, -2.80948]],
  "e_lumo_ha": [-0.0355, -0.0802],
  "gap_ev": [6.691, 6.283],
  "multiplicity": 6,
  "s2": 8.80
}

***

In kcal per mole, the energy relative to the best compared isomer or geometry (same formula, charge and spin) values for the records above are, in order, 109.9 33.0 59.0.
In eV, the E values for the records above are, in order, -7331.2849 -12479.6812 -384738.6484.